(1)
{
  "formula": "C33H29BaCl2SSb2",
  "method": "wB97M-V/def2-TZVPD",
  "total_energy_ev": -84334.68178,
  "fmax_ev_per_a": 0.946,
  "homo_energy_ev": -10.3,
  "total_charge": 1,
  "elements": ["Ba", "C", "C", "C", "Sb", "C", "C", "C", "C", "C", "C", "C", "C", "C", "C", "C", "C", "Sb", "C", "C", "C", "C", "C", "C", "C", "C", "C", "C", "C", "C", "H", "H", "H", "H", "H", "H", "H", "H", "H", "H", "H", "H", "H", "H", "H", "H", "H", "H", "H", "H", "H", "H", "H", "H", "H", "H", "Cl", "C", "C", "C", "C", "C", "Cl", "C", "S", "H", "H", "H"],
  "xyz": [[-0.011, 2.898, -1.795], [-0.720, -1.039, -1.351], [0.067, -1.239, -2.644], [1.519, -1.654, -2.404], [2.726, -0.079, -1.523], [4.517, -1.255, -1.446], [5.033, -1.804, -2.615], [6.160, -2.611, -2.564], [6.781, -2.860, -1.348], [6.278, -2.299, -0.184], [5.148, -1.494, -0.230], [2.147, -0.295, 0.536], [1.928, 0.845, 1.303], [1.461, 0.740, 2.608], [1.210, -0.511, 3.151], [1.447, -1.655, 2.399], [1.916, -1.548, 1.099], [-2.624, -0.037, -1.627], [-3.651, -1.847, -2.160], [-4.444, -2.535, -1.251], [-5.002, -3.755, -1.608], [-4.774, -4.286, -2.869], [-3.998, -3.589, -3.785], [-3.443, -2.367, -3.434], [-3.061, 0.062, 0.467], [-3.696, 1.188, 0.984], [-3.944, 1.292, 2.346], [-3.556, 0.270, 3.200], [-2.923, -0.857, 2.692], [-2.675, -0.961, 1.331], [-0.171, -0.421, -0.637], [-0.908, -2.003, -0.878], [0.054, -0.319, -3.251], [-0.433, -2.002, -3.246], [2.003, -1.906, -3.350], [1.579, -2.529, -1.756], [4.559, -1.609, -3.571], [6.557, -3.042, -3.474], [7.661, -3.489, -1.310], [6.764, -2.487, 0.764], [4.760, -1.058, 0.682], [2.148, 1.826, 0.891], [1.303, 1.630, 3.203], [0.839, -0.594, 4.164], [1.266, -2.634, 2.825], [2.115, -2.448, 0.528], [-4.635, -2.123, -0.268], [-5.620, -4.291, -0.899], [-5.209, -5.238, -3.144], [-3.833, -3.992, -4.776], [-2.855, -1.817, -4.162], [-4.007, 1.989, 0.321], [-4.444, 2.168, 2.739], [-3.755, 0.347, 4.261], [-2.625, -1.658, 3.356], [-2.185, -1.847, 0.945], [-0.771, 3.209, 1.050], [-0.358, 4.833, 1.532], [-0.212, 5.038, 2.894], [0.104, 6.294, 3.368], [0.272, 7.338, 2.474], [0.120, 7.126, 1.116], [0.342, 8.466, 0.053], [-0.206, 5.854, 0.585], [-0.416, 5.679, -1.141], [-0.359, 4.208, 3.574], [0.216, 6.459, 4.430], [0.525, 8.327, 2.829]],
  "lowdin_charge": [1.24, -0.43, -0.41, -0.38, 1.42, -0.40, -0.14, -0.08, -0.07, -0.07, -0.13, -0.44, -0.18, -0.09, -0.07, -0.07, -0.13, 1.41, -0.39, -0.12, -0.07, -0.08, -0.08, -0.15, -0.42, -0.17, -0.08, -0.07, -0.08, -0.14, 0.01, 0.07, 0.07, 0.10, 0.05, 0.06, 0.09, 0.11, 0.11, 0.11, 0.09, 0.07, 0.10, 0.11, 0.11, 0.10, 0.09, 0.11, 0.11, 0.11, 0.09, 0.09, 0.11, 0.11, 0.11, 0.09, 0.57, -0.65, -0.12, -0.07, -0.10, -0.69, 0.69, -0.76, 0.29, 0.10, 0.11, 0.11]
}

***

(2)
{
  "formula": "C6H9NO",
  "method": "wB97M-V/def2-TZVPD",
  "total_energy_ev": -9899.93951,
  "fmax_ev_per_a": 2.793,
  "homo_energy_ev": [-7.7, -7.7],
  "elements": ["C", "C", "C", "C", "C", "C", "N", "O", "H", "H", "H", "H", "H", "H", "H", "H", "H"],
  "xyz": [[2.507, -0.122, 1.260], [1.705, -0.374, 0.212], [3.116, -0.098, -0.029], [-0.946, 1.041, -0.675], [-1.217, 0.135, 0.526], [-0.505, -1.170, 0.408], [4.145, 0.062, -0.703], [-0.747, -1.867, -0.723], [2.695, -0.028, 2.303], [-1.382, 0.615, -1.575], [-1.362, 2.032, -0.514], [0.131, 1.126, -0.814], [-0.897, 0.624, 1.446], [-2.296, -0.049, 0.594], [-0.276, -1.728, 1.303], [4.081, -0.043, -1.707], [-0.254, -2.694, -0.734]],
  "lowdin_charge": [0.00, 0.06, -0.47, -0.10, -0.24, -0.17, 0.08, 0.03, 0.08, 0.08, 0.07, 0.06, 0.12, 0.12, 0.12, 0.03, 0.12]
}

***

(3)
{
  "formula": "C38H96F3HgN6O12S",
  "method": "wB97M-V/def2-TZVPD",
  "total_energy_ev": -97626.29333,
  "fmax_ev_per_a": 2.187,
  "homo_energy_ev": -10.7,
  "total_charge": 1,
  "elements": ["Hg", "C", "O", "O", "C", "F", "F", "F", "C", "C", "H", "H", "H", "H", "H", "H", "C", "C", "C", "O", "H", "H", "H", "H", "H", "H", "H", "H", "C", "C", "C", "O", "H", "H", "H", "H", "H", "H", "H", "H", "C", "C", "C", "O", "C", "N", "H", "H", "H", "H", "H", "H", "H", "H", "H", "H", "H", "C", "C", "C", "O", "C", "N", "H", "H", "H", "H", "H", "H", "H", "H", "H", "H", "H", "C", "C", "C", "O", "C", "N", "H", "H", "H", "H", "H", "H", "H", "H", "H", "H", "H", "C", "C", "C", "O", "C", "N", "H", "H", "H", "H", "H", "H", "H", "H", "H", "H", "H", "C", "C", "C", "O", "C", "N", "H", "H", "H", "H", "H", "H", "H", "H", "H", "H", "H", "C", "C", "C", "O", "C", "N", "H", "H", "H", "H", "H", "H", "H", "H", "H", "H", "H", "C", "C", "C", "S", "O", "O", "C", "H", "H", "H", "H", "H", "H", "H", "H"],
  "xyz": [[9.952, 8.319, -11.509], [12.419, 8.379, -13.975], [11.964, 7.164, -14.609], [11.439, 8.843, -13.199], [13.756, 8.007, -13.333], [13.636, 7.322, -12.152], [14.560, 7.310, -14.168], [14.442, 9.183, -13.047], [11.700, 7.240, -16.007], [11.329, 5.845, -16.426], [10.530, 5.397, -15.826], [10.886, 5.831, -17.426], [12.151, 5.128, -16.423], [12.511, 7.643, -16.613], [10.814, 7.877, -16.103], [12.671, 9.111, -14.763], [13.868, 3.859, -14.400], [14.516, 3.464, -15.732], [15.987, 3.816, -15.765], [14.329, 2.060, -15.957], [14.352, 3.370, -13.550], [12.798, 3.641, -14.483], [13.884, 4.934, -14.200], [13.911, 4.018, -16.458], [16.419, 3.354, -16.652], [16.496, 3.445, -14.872], [16.194, 4.888, -15.740], [14.161, 1.684, -15.084], [14.714, 7.767, -19.848], [13.491, 7.632, -20.761], [12.217, 7.456, -19.962], [13.369, 8.803, -21.579], [14.749, 8.792, -19.465], [15.618, 7.710, -20.461], [14.674, 7.071, -19.012], [13.619, 6.760, -21.417], [12.101, 8.191, -19.161], [12.216, 6.493, -19.449], [11.362, 7.519, -20.638], [14.167, 8.889, -22.110], [8.541, 7.620, -18.461], [8.441, 9.148, -18.505], [7.571, 9.705, -17.391], [6.319, 9.098, -17.535], [5.441, 9.380, -16.475], [9.837, 9.698, -18.442], [7.575, 7.252, -18.806], [8.747, 7.273, -17.445], [9.346, 7.262, -19.099], [8.035, 9.427, -19.485], [7.603, 10.802, -17.496], [7.944, 9.520, -16.374], [4.564, 8.748, -16.605], [5.165, 10.436, -16.479], [5.864, 9.109, -15.498], [10.243, 9.332, -19.303], [9.794, 10.703, -18.636], [21.050, 4.852, -14.541], [20.225, 4.788, -13.267], [18.806, 5.259, -13.493], [18.100, 5.423, -12.297], [16.712, 5.617, -12.383], [20.328, 3.458, -12.644], [20.654, 4.203, -15.327], [22.076, 4.524, -14.373], [21.070, 5.872, -14.928], [20.660, 5.555, -12.603], [18.310, 4.628, -14.243], [18.928, 6.255, -13.953], [16.262, 4.620, -12.305], [16.427, 6.176, -13.279], [16.262, 6.165, -11.551], [19.990, 3.547, -11.684], [21.325, 3.292, -12.505], [9.876, 1.496, -18.849], [10.955, 2.144, -17.980], [10.600, 1.954, -16.509], [9.526, 2.764, -16.064], [9.283, 2.625, -14.693], [12.224, 1.414, -18.291], [9.950, 1.855, -19.877], [8.842, 1.735, -18.566], [9.907, 0.405, -18.838], [11.052, 3.205, -18.206], [11.483, 2.282, -15.931], [10.456, 0.890, -16.275], [8.940, 1.613, -14.420], [8.411, 3.262, -14.487], [10.087, 2.894, -13.989], [12.806, 1.702, -17.492], [11.965, 0.450, -18.082], [7.562, 5.777, -12.850], [8.641, 6.505, -13.651], [8.237, 7.906, -14.086], [8.113, 8.789, -12.965], [6.809, 9.329, -12.723], [9.898, 6.494, -12.840], [7.499, 6.088, -11.808], [7.831, 4.718, -12.879], [6.590, 5.883, -13.330], [8.896, 5.938, -14.552], [7.313, 7.797, -14.653], [9.045, 8.358, -14.664], [6.050, 8.549, -12.804], [6.619, 10.075, -13.496], [6.767, 9.784, -11.740], [10.714, 6.766, -13.420], [10.064, 5.556, -12.485], [13.823, 12.140, -12.372], [14.788, 12.433, -11.201], [15.927, 11.455, -11.216], [16.649, 11.641, -10.028], [17.868, 10.962, -9.984], [15.219, 13.835, -11.204], [14.286, 12.207, -13.358], [12.932, 12.767, -12.311], [13.482, 11.102, -12.268], [14.174, 12.252, -10.312], [16.564, 11.562, -12.105], [15.567, 10.418, -11.236], [17.790, 9.945, -10.375], [18.330, 10.997, -8.996], [18.644, 11.507, -10.553], [14.415, 14.450, -11.106], [15.510, 14.042, -12.163], [10.840, 12.585, -10.162], [10.902, 11.137, -10.626], [11.569, 10.268, -9.582], [11.746, 8.983, -10.145], [12.734, 8.215, -9.452], [9.548, 10.598, -10.894], [10.559, 13.281, -10.948], [11.843, 12.895, -9.839], [10.247, 12.702, -9.251], [11.519, 11.030, -11.519], [11.052, 10.173, -8.615], [12.531, 10.704, -9.289], [12.786, 7.200, -9.848], [12.443, 8.108, -8.404], [13.712, 8.665, -9.621], [9.119, 11.181, -11.626], [9.016, 10.818, -10.048], [11.208, 13.345, -15.367], [11.334, 11.847, -15.077], [9.957, 11.307, -15.407], [8.841, 12.461, -14.492], [8.535, 12.158, -13.106], [7.742, 12.808, -15.366], [10.041, 13.830, -14.500], [10.997, 13.479, -16.427], [12.120, 13.885, -15.120], [11.631, 11.502, -14.081], [12.045, 11.323, -15.723], [9.635, 10.315, -15.100], [9.737, 11.467, -16.458], [10.426, 13.925, -13.486], [9.532, 14.710, -14.878]],
  "lowdin_charge": [1.28, -0.44, -0.15, -0.24, -0.46, 0.11, 0.13, 0.09, -0.22, -0.05, 0.06, 0.07, 0.06, 0.12, 0.10, 0.15, -0.06, -0.47, -0.05, -0.06, 0.08, 0.06, 0.06, 0.12, 0.09, 0.07, 0.08, 0.09, -0.06, -0.49, -0.07, -0.05, 0.08, 0.08, 0.07, 0.14, 0.06, 0.08, 0.08, 0.09, -0.04, -0.39, -0.23, -0.17, -0.09, 0.04, 0.09, 0.07, 0.06, 0.14, 0.13, 0.10, 0.10, 0.10, 0.05, 0.05, 0.07, -0.07, -0.46, -0.23, -0.17, -0.11, 0.04, 0.08, 0.08, 0.08, 0.14, 0.11, 0.13, 0.09, 0.07, 0.08, 0.07, 0.07, -0.07, -0.42, -0.22, -0.18, -0.13, 0.06, 0.08, 0.08, 0.08, 0.13, 0.10, 0.14, 0.10, 0.07, 0.08, 0.03, 0.07, -0.03, -0.37, -0.18, -0.31, -0.06, 0.02, 0.08, 0.07, 0.09, 0.13, 0.12, 0.10, 0.10, 0.08, 0.09, 0.06, 0.11, -0.08, -0.42, -0.23, -0.18, -0.12, 0.06, 0.09, 0.06, 0.05, 0.12, 0.14, 0.11, 0.09, 0.09, 0.09, 0.07, 0.08, -0.03, -0.41, -0.20, -0.31, -0.06, 0.04, 0.08, 0.08, 0.10, 0.11, 0.14, 0.13, 0.09, 0.10, 0.10, 0.05, 0.11, -0.19, -0.22, -0.21, 0.71, -0.34, -0.32, -0.20, 0.12, 0.12, 0.09, 0.12, 0.07, 0.08, 0.09, 0.11]
}

***

(4)
{
  "formula": "H10O5",
  "method": "wB97M-V/def2-TZVPD",
  "total_energy_ev": -10399.76742,
  "fmax_ev_per_a": 4.767,
  "homo_energy_ev": -11.3,
  "elements": ["O", "H", "H", "O", "H", "H", "O", "H", "H", "O", "H", "H", "O", "H", "H"],
  "xyz": [[1.076, -0.534, -1.545], [1.395, -0.119, -2.397], [1.832, -0.102, -0.857], [1.814, 0.078, 1.157], [1.429, 0.935, 1.310], [1.415, -0.487, 1.864], [-1.286, -0.638, 0.319], [-0.679, -0.858, -0.398], [-1.906, -0.069, -0.171], [-1.277, 0.910, -2.294], [-0.500, 0.735, -1.752], [-1.263, 0.214, -3.023], [-0.304, -0.018, 2.719], [-1.090, -0.065, 3.282], [-0.654, 0.017, 1.785]],
  "lowdin_charge": [-0.17, 0.07, 0.14, -0.08, 0.03, 0.05, -0.05, 0.02, 0.06, -0.09, -0.02, 0.08, -0.11, 0.05, 0.01]
}

***

(5)
{
  "formula": "C21H33FeO2Si",
  "method": "wB97M-V/def2-TZVPD",
  "total_energy_ev": -68666.73559,
  "fmax_ev_per_a": 5.128,
  "spin_multiplicity": 5,
  "homo_energy_ev": [1.1, -6.4],
  "total_charge": -1,
  "elements": ["C", "C", "C", "C", "O", "C", "C", "O", "Si", "C", "C", "C", "H", "H", "H", "H", "H", "H", "H", "H", "H", "H", "H", "H", "H", "H", "H", "H", "H", "H", "H", "H", "C", "C", "C", "C", "C", "C", "C", "Fe", "C", "C", "C", "C", "C", "H", "H", "H", "H", "H", "H", "H", "H", "H", "H", "H", "H", "H"],
  "xyz": [[6.250, -1.744, -0.323], [4.933, -1.006, -0.070], [3.615, -1.729, -0.345], [2.397, -0.815, -0.232], [1.277, -1.823, 0.070], [-0.003, -1.520, 0.146], [-0.614, -0.549, -0.744], [-0.747, -2.302, 0.850], [-0.618, -4.248, 0.796], [-1.224, -4.669, 2.492], [-1.846, -4.711, -0.539], [1.061, -4.916, 0.392], [7.073, -1.094, -0.003], [6.324, -2.684, 0.231], [6.406, -1.947, -1.387], [4.911, -0.666, 0.972], [4.936, -0.097, -0.676], [3.634, -2.141, -1.365], [3.511, -2.585, 0.334], [2.446, -0.121, 0.619], [2.176, -0.275, -1.165], [-1.206, -1.202, -1.438], [0.203, -0.139, -1.348], [-1.485, -5.739, 2.520], [-0.457, -4.472, 3.254], [-2.116, -4.076, 2.744], [-2.001, -5.804, -0.490], [-2.816, -4.212, -0.377], [-1.477, -4.460, -1.545], [0.922, -6.006, 0.315], [1.461, -4.564, -0.565], [1.807, -4.733, 1.172], [-2.982, 0.388, -0.003], [-1.545, 0.698, -0.454], [-1.032, 2.008, 0.163], [-0.012, 2.874, -0.436], [0.233, 3.981, 0.469], [-0.711, 3.869, 1.577], [-1.544, 2.696, 1.332], [-1.635, 3.992, -0.163], [-2.972, 5.409, 0.235], [-3.548, 4.312, -0.526], [-2.788, 4.172, -1.753], [-1.737, 5.172, -1.743], [-1.861, 5.943, -0.523], [-3.635, 0.853, -0.760], [-3.217, -0.681, -0.051], [-3.308, 0.811, 0.961], [-1.657, 0.973, -1.519], [0.542, 2.658, -1.354], [1.013, 4.747, 0.395], [-0.763, 4.508, 2.465], [-2.337, 2.302, 1.963], [-3.390, 5.843, 1.137], [-4.461, 3.783, -0.286], [-3.024, 3.505, -2.572], [-1.065, 5.391, -2.564], [-1.298, 6.842, -0.284]],
  "lowdin_spin": [0.02, 0.03, 0.04, 0.06, 0.16, 0.47, 0.16, 0.14, 0.12, 0.04, 0.08, 0.07, 0.00, 0.00, 0.01, 0.00, 0.01, 0.02, 0.00, 0.01, 0.03, 0.06, 0.02, 0.02, 0.01, 0.01, 0.02, 0.01, 0.02, 0.02, 0.02, 0.01, 0.03, 0.06, 0.11, -0.01, 0.03, 0.04, -0.01, 1.75, 0.01, 0.02, 0.06, 0.00, 0.07, 0.01, 0.01, 0.00, 0.02, 0.03, 0.01, 0.00, 0.00, 0.00, 0.01, 0.02, 0.01, 0.01]
}

***

(6)
{
  "formula": "C6H24FN12O6",
  "method": "wB97M-V/def2-TZVPD",
  "total_energy_ev": -39498.28900,
  "fmax_ev_per_a": 7.898,
  "homo_energy_ev": -4.1,
  "total_charge": -1,
  "elements": ["F", "C", "O", "N", "N", "H", "H", "H", "H", "C", "O", "N", "N", "H", "H", "H", "H", "C", "O", "N", "N", "H", "H", "H", "H", "C", "O", "N", "N", "H", "H", "H", "H", "C", "O", "N", "N", "H", "H", "H", "H", "C", "O", "N", "N", "H", "H", "H", "H"],
  "xyz": [[1.121, 0.979, -0.445], [-2.773, -0.184, 3.560], [-3.565, 0.298, 4.315], [-1.607, 0.389, 3.473], [-3.065, -1.056, 2.676], [-1.421, 1.067, 4.198], [-1.143, 0.414, 2.577], [-2.444, -1.324, 1.927], [-4.014, -1.402, 2.689], [4.184, 2.684, 3.766], [4.037, 3.711, 3.136], [3.808, 1.539, 3.266], [4.785, 2.450, 4.893], [3.307, 1.425, 2.396], [4.072, 0.695, 3.753], [4.811, 1.492, 5.210], [5.278, 3.215, 5.332], [3.165, -3.780, 2.306], [3.526, -4.136, 3.420], [3.727, -4.017, 1.142], [2.106, -3.049, 2.104], [3.290, -3.721, 0.281], [4.560, -4.585, 1.209], [1.518, -2.753, 2.870], [2.078, -2.679, 1.165], [2.872, -2.073, -5.215], [2.862, -3.038, -4.456], [3.236, -2.136, -6.414], [2.705, -0.821, -4.827], [3.041, -1.358, -7.028], [3.321, -3.055, -6.826], [2.592, -0.703, -3.831], [2.382, -0.074, -5.425], [-3.663, 4.961, -0.320], [-2.641, 5.314, -0.833], [-4.048, 3.678, -0.337], [-4.481, 5.777, 0.261], [-3.224, 3.098, -0.271], [-4.953, 3.512, 0.080], [-4.543, 6.757, 0.022], [-5.274, 5.326, 0.694], [-3.691, -1.987, -2.953], [-3.807, -2.813, -2.043], [-4.604, -1.752, -3.855], [-2.745, -1.118, -3.048], [-5.400, -2.373, -3.879], [-4.501, -0.996, -4.517], [-2.168, -1.051, -2.221], [-2.610, -0.746, -3.977]],
  "lowdin_charge": [-0.97, -0.85, 0.02, 0.16, 0.18, 0.12, 0.11, 0.12, 0.12, -0.80, 0.04, 0.16, 0.15, 0.13, 0.10, 0.11, 0.12, -0.78, 0.00, 0.15, 0.16, 0.12, 0.12, 0.12, 0.11, -0.81, 0.02, 0.16, 0.16, 0.12, 0.13, 0.12, 0.11, -0.81, 0.06, 0.16, 0.16, 0.12, 0.09, 0.12, 0.10, -0.79, 0.00, 0.14, 0.17, 0.11, 0.11, 0.13, 0.11]
}